1.
Entry from the Open Molecules 2025 dataset: C20H29AuN4O3S2 as an isolated structure (wB97M-V/def2-TZVPD).

Each line ends with the Löwdin charge.
CARTESIAN COORDINATES (ANGSTROEM)
Au -0.057 0.677 -1.915  0.823
S -1.327 -0.590 -3.404  0.712
S -0.977 -1.249 1.082  0.642
O 0.449 2.650 -1.020  -0.321
O -2.142 -1.152 0.266  -0.284
O -0.447 -2.518 1.478  -0.264
N -1.618 -3.222 -2.756  -0.105
N 2.071 -0.343 -1.125  0.044
N 0.308 -2.755 -3.680  0.047
N 0.198 -0.491 0.085  -0.033
C 0.229 3.786 -1.897  -0.227
C -1.964 1.843 3.350  -0.023
C -2.967 -3.094 -2.177  0.006
C 3.316 -0.638 -1.386  -0.078
C -0.858 -2.275 -3.249  -0.695
C 1.494 2.869 -0.031  -0.228
C -1.843 1.000 2.267  -0.049
C -0.912 -4.521 -2.766  -0.061
C -0.792 3.402 -2.935  -0.080
C 2.242 -1.594 0.970  0.062
C -0.476 -0.498 3.622  -0.031
C 3.563 -1.877 0.678  -0.009
C -0.615 0.371 4.689  -0.005
C -1.090 -0.168 2.415  -0.311
C 0.350 -4.226 -3.594  -0.083
C -1.502 2.486 5.736  -0.022
C 0.981 3.636 1.163  -0.041
C -1.351 1.548 4.570  -0.231
C 1.491 -0.832 0.024  -0.376
C 4.113 -1.413 -0.505  0.023
H 2.319 3.390 -0.520  0.129
H -0.158 0.124 5.639  0.128
H -2.925 -2.711 -1.168  0.066
H 1.180 4.063 -2.353  0.133
H -1.324 3.517 5.431  0.091
H -3.413 -4.084 -2.174  0.106
H 5.146 -1.617 -0.756  0.128
H -0.126 4.617 -1.292  0.129
H -2.338 1.221 1.328  0.121
H -0.689 -4.815 -1.742  0.137
H 1.795 3.771 1.880  0.097
H 1.257 -4.566 -3.104  0.124
H 0.174 3.091 1.654  0.066
H -2.519 2.441 6.130  0.101
H -2.558 2.745 3.261  0.132
H 0.906 -2.213 -4.280  0.146
H 0.067 -1.429 3.729  0.118
H 4.157 -2.458 1.370  0.133
H -0.431 2.565 -3.559  0.052
H -0.819 2.236 6.545  0.086
H -1.543 -5.283 -3.215  0.137
H 0.305 -4.664 -4.589  0.132
H 3.728 -0.242 -2.307  0.131
H -1.748 3.139 -2.477  0.089
H -3.574 -2.434 -2.789  0.092
H 1.772 -1.956 1.872  0.111
H 0.619 4.627 0.885  0.085
H -0.965 4.233 -3.621  0.104
H 1.843 1.882 0.263  0.092

Values from the calculation:
HOMO level (alpha / beta) = -14.55 / -14.59 eV
Electronic energy = -58659.4296 eV
Net charge = +2
Expectation value of S² = 2.048
Multiplicity = 3
Energy above the lowest of the compared OMol25 structures with the same formula, charge and spin = 0.000 eV

***

2.
Entry from the Open Molecules 2025 dataset: a 2-piece molecular cluster, C10H13NO overall (wB97M-V/def2-TZVPD).

Each line ends with the Löwdin charge.
CARTESIAN COORDINATES (ANGSTROEM)
O 1.187 -2.719 -3.112  -0.151
N 1.620 1.213 1.189  0.070
C 0.586 0.485 0.613  -0.264
C -0.379 2.223 1.698  -0.225
C -1.857 0.467 0.311  -0.019
C -0.355 -1.249 -0.765  -0.051
C -0.665 1.017 0.832  -0.127
C 0.759 -0.626 -0.181  -0.019
C -1.611 -0.740 -0.319  -0.102
C 0.778 -4.045 -2.660  -0.125
C -1.406 3.234 1.994  -0.067
C 0.968 2.292 1.840  -0.059
H -0.169 -2.072 -1.424  0.051
H -0.235 -4.242 -2.959  0.084
H -1.168 3.855 2.872  0.086
H -2.461 -1.394 -0.404  0.087
H 2.472 0.777 1.493  0.139
H -1.706 3.861 1.159  0.081
H 1.271 -2.757 -4.067  0.067
H 1.639 -4.694 -2.667  0.076
H -2.293 2.653 2.173  0.063
H -2.685 1.172 0.337  0.112
H 0.828 -3.889 -1.581  0.065
H 1.755 -0.981 -0.460  0.114
H 1.623 3.056 2.243  0.115

Values from the calculation:
HOMO level = -7.76 eV
Electronic energy = -14116.6361 eV
Energy above the lowest of the compared OMol25 structures with the same formula, charge and spin = 1.798 eV

***

3.
Entry from the Open Molecules 2025 dataset: a 2-piece molecular cluster, C4H9N3O2S overall (wB97M-V/def2-TZVPD).

Each line ends with the Löwdin charge.
CARTESIAN COORDINATES (ANGSTROEM)
S -0.898 -1.909 0.191  0.685
O -3.622 -0.030 -0.719  0.200
O -4.224 0.026 1.468  0.209
N 1.593 1.610 0.856  0.120
N 0.949 -0.101 -0.576  -0.164
N -0.631 1.150 0.453  0.050
C 2.221 -0.827 -0.691  -0.036
C -0.253 -0.792 -1.085  -0.509
C -3.824 -0.016 0.399  -0.495
C 0.594 0.916 0.281  -0.642
H -0.995 -0.914 1.230  -0.078
H 2.090 -1.941 -0.620  0.101
H 2.483 1.075 1.040  0.104
H -0.118 -1.298 -2.005  0.074
H 2.613 -0.498 -1.630  0.086
H -0.843 2.157 0.568  0.085
H -0.983 -0.034 -1.079  0.012
H 1.096 1.983 1.753  0.153
H 2.754 -0.559 0.167  0.045

Values from the calculation:
HOMO level = -8.63 eV
Electronic energy = -23693.9750 eV
Energy above the lowest of the compared OMol25 structures with the same formula, charge and spin = 0.403 eV

***

4.
Entry from the Open Molecules 2025 dataset: a single C4H6N2O molecule (wB97M-V/def2-TZVPD).

Each line ends with the Löwdin charge.
CARTESIAN COORDINATES (ANGSTROEM)
O -0.067 0.861 0.316  -0.008
N -0.028 -1.163 -0.904  0.113
N 1.522 -0.985 -0.884  0.092
C -0.506 -0.126 -0.492  -0.482
C -2.038 -0.004 -0.761  -0.001
C 1.929 -0.295 0.178  -0.096
C 1.057 0.633 1.060  -0.180
H 0.842 0.359 2.159  0.147
H -2.457 0.933 -1.175  0.084
H -2.538 -0.329 0.062  0.018
H 2.829 -0.375 0.579  0.050
H -2.311 -0.984 -1.427  0.133
H 1.766 1.476 1.288  0.130

Values from the calculation:
HOMO level = -9.57 eV
Electronic energy = -9268.9023 eV
Energy above the lowest of the compared OMol25 structures with the same formula, charge and spin = 4.600 eV

***

5.
Entry from the Open Molecules 2025 dataset: C43H44O5PtS3 as an isolated structure (wB97M-V/def2-TZVPD).

Each line ends with the Löwdin charge.
CARTESIAN COORDINATES (ANGSTROEM)
Pt 0.837 0.996 1.014  0.634
S 3.345 0.979 0.969  0.565
S 1.069 1.497 3.313  0.580
S -0.753 3.240 0.412  0.856
O -0.586 -0.787 0.723  -0.243
O 0.664 0.967 -1.165  -0.333
O 1.048 -2.524 -2.282  -0.045
O 0.337 3.861 1.176  -0.568
O 1.978 -3.164 -0.315  -0.025
C -1.944 0.768 -2.094  -0.018
C 1.407 -1.871 -0.081  -0.165
C -1.850 2.399 1.640  -0.235
C 1.806 1.739 -4.929  -0.100
C 1.043 -4.852 -1.797  0.017
C 1.380 -2.023 5.055  -0.125
C -1.935 4.659 0.256  -0.345
C -3.125 4.570 -0.468  -0.084
C -2.376 6.991 0.661  -0.053
C -1.133 -0.364 -2.064  -0.118
C -1.709 -1.595 -2.349  -0.051
C 3.683 1.008 2.677  -0.831
C -4.458 8.119 -0.179  -0.074
C 0.579 -0.692 -4.436  -0.025
C -0.651 -3.172 0.792  -0.119
C 0.692 -1.957 2.352  -0.164
C 0.178 -1.890 0.896  -0.475
C 1.263 -1.335 -1.525  -0.128
C -1.985 -3.070 0.421  -0.026
C -2.307 -5.415 0.800  -0.127
C 2.757 1.251 3.633  -0.794
C -3.934 5.680 -0.611  -0.064
C -2.807 -4.181 0.420  -0.094
C -1.571 5.881 0.802  -0.076
C 2.316 -2.327 4.086  -0.098
C -0.159 -4.410 1.201  -0.042
C 1.806 -3.526 -1.668  -0.587
C -3.845 -0.554 -2.718  -0.124
C 0.089 -1.692 4.675  -0.109
C -0.983 -5.522 1.196  -0.107
C 1.630 0.837 -5.965  -0.133
C -3.053 -1.686 -2.669  -0.101
C -3.581 6.905 -0.052  -0.295
C 3.190 -3.647 -2.340  0.013
C 1.012 -0.377 -5.712  -0.103
C 5.143 0.806 2.988  -0.166
C -0.246 -1.657 3.337  -0.057
C 0.784 0.195 -3.387  -0.112
C 0.366 -0.113 -1.916  -0.462
C 3.123 1.336 5.095  -0.166
C -3.282 0.676 -2.417  -0.098
C 1.974 -2.313 2.744  -0.037
C 1.387 1.417 -3.651  -0.010
H -3.416 3.622 -0.897  0.095
H -1.106 -2.487 -2.322  0.107
H 0.866 -4.500 1.527  0.116
H 0.094 -1.637 -4.249  0.105
H 1.973 1.073 -6.965  0.082
H -1.715 2.898 2.596  0.052
H -3.844 -4.081 0.131  0.091
H 3.824 2.156 5.277  0.066
H 5.326 0.690 4.054  0.048
H 3.577 0.406 5.446  0.059
H 2.278 -0.970 -1.772  0.160
H 3.705 -2.691 -2.276  0.084
H 3.330 -2.573 4.374  0.094
H 2.277 2.694 -5.122  0.089
H -5.333 7.912 -0.793  0.065
H 2.221 1.517 5.674  0.038
H -2.344 -2.087 0.154  0.109
H 5.710 1.667 2.627  0.060
H 3.784 -4.399 -1.829  0.078
H 0.941 -5.112 -2.849  0.081
H -3.477 -2.657 -2.898  0.094
H -2.883 2.436 1.310  0.042
H 0.056 -4.737 -1.359  0.070
H -3.909 8.951 -0.624  0.072
H 0.865 -1.084 -6.519  0.087
H 5.509 -0.075 2.466  0.051
H -4.867 5.599 -1.161  0.102
H 1.576 -5.637 -1.267  0.086
H -2.943 -6.292 0.794  0.082
H -3.891 1.573 -2.463  0.083
H -1.242 -1.379 3.021  0.120
H -0.593 -6.481 1.513  0.090
H 3.056 -3.915 -3.386  0.079
H -1.486 1.722 -1.868  0.090
H -1.497 1.366 1.692  -0.006
H 1.652 -2.044 6.102  0.086
H -0.651 -1.451 5.426  0.092
H 2.163 -1.249 0.417  0.060
H -4.799 8.444 0.806  0.073
H 1.518 2.092 -2.817  0.116
H -0.644 5.925 1.357  0.101
H -2.095 7.938 1.105  0.105
H -4.892 -0.627 -2.993  0.083
H 2.721 -2.575 2.008  0.113

Values from the calculation:
HOMO level = -0.45 eV
Electronic energy = -91294.9518 eV
Net charge = -2
Energy above the lowest of the compared OMol25 structures with the same formula, charge and spin = 2.911 eV

***

What is the electronic energy in the third record? -23693.9750 eV

***

The highest electronic energy belongs to which entry? C4H6N2O

***

Look up the energy above the lowest of the compared OMol25 structures with the same formula, charge and spin of the second one. 1.798 eV

***

The highest energy above the lowest of the compared OMol25 structures with the same formula, charge and spin belongs to which entry? C4H6N2O